Entry 1:
Here is a 11-piece molecular cluster, C20H60F6N10O10P overall from OMol25. Energies are from ωB97M-V/def2-TZVPD.

LUMO energy   0.0689 Eh
Charge   -1
Multiplicity   1
Relative energy (zero: lowest compared OMol25 entry of this formula, charge and spin)   6.864 eV
Frontier orbital gap   8.82 eV

Geometry as XYZ:
```
107
Properties=species:S:1:pos:R:3:forces:R:3:lowdin_charge:R:1
P -0.083862 -0.434775 -0.268830 0.7 2.2 -0.4 0.0822
F 0.226358 1.169185 -0.404620 -0.4 0.6 -0.2 -0.2107
F 0.064208 -0.556235 -1.921560 -0.3 -0.8 1.3 -0.1927
F 1.458138 -0.606385 -0.132920 2.3 -1.5 -0.2 -0.1508
F -0.421012 -1.972665 0.029310 0.2 -0.7 -0.9 -0.1662
F -0.088722 -0.220245 1.359490 -1.0 0.2 0.3 -0.2087
F -1.609002 -0.116995 -0.458910 -1.6 0.0 0.3 -0.1501
C -4.182192 -7.263415 -0.393300 0.2 1.0 -2.4 -0.8058
O -4.166012 -7.283575 -1.600350 0.3 -0.2 -1.8 0.0296
N -3.527932 -6.400825 0.339590 2.1 2.3 2.0 0.1677
N -4.944132 -8.012785 0.337730 -3.0 -3.5 3.0 0.1549
H -3.542262 -6.549285 1.338520 0.4 0.6 -0.3 0.1063
H -2.993252 -5.644475 -0.063100 -0.1 -0.3 0.1 0.1257
H -5.402272 -8.854825 0.019640 0.3 0.4 -0.4 0.1201
H -4.922642 -7.913485 1.342610 -0.1 -0.1 -0.3 0.1046
C -1.563792 2.774835 -5.523360 3.8 -6.5 -0.2 -0.8183
O -0.801962 1.904255 -5.992080 -0.1 1.1 0.9 0.0156
N -1.979222 3.737345 -6.194250 -2.0 5.9 -5.1 0.1547
N -2.119742 2.769815 -4.358610 -1.7 -1.0 5.5 0.1667
H -1.557142 3.798205 -7.109810 -0.8 0.4 -0.1 0.1318
H -2.826832 4.178775 -5.867450 0.5 0.6 -0.9 0.1164
H -1.729132 2.273355 -3.570550 -0.1 -0.3 -0.3 0.1293
H -2.915712 3.361805 -4.168650 0.5 -0.1 0.2 0.1037
C -1.630562 -4.047625 -4.941430 5.8 2.0 -2.4 -0.7956
O -0.913302 -3.356755 -5.696800 -1.2 -1.0 0.6 0.0095
N -2.851542 -3.875995 -4.696980 -8.0 3.0 -0.6 0.1585
N -1.207542 -5.007345 -4.180090 2.5 -4.0 2.4 0.1568
H -3.464852 -4.390765 -4.081380 0.6 0.1 -0.1 0.1192
H -3.289862 -3.138615 -5.230130 -0.1 -0.1 0.2 0.1272
H -0.245192 -5.311545 -4.142210 -0.4 0.2 -0.2 0.1205
H -1.928012 -5.544945 -3.719660 0.8 -0.3 0.2 0.1010
C 4.752138 -1.560475 -4.295490 -5.2 0.1 -1.0 -0.7304
O 3.704398 -1.202215 -4.889630 2.6 0.0 0.6 0.0083
N 5.744528 -2.232825 -4.821500 2.8 -1.1 -2.5 0.1397
N 4.829158 -1.591645 -2.975650 0.1 0.8 2.2 0.1478
H 6.424948 -2.664955 -4.212910 -0.1 0.0 -0.7 0.0981
H 5.779638 -2.344905 -5.824650 0.1 0.0 0.4 0.1158
H 5.687508 -1.956095 -2.587690 -0.8 0.3 0.7 0.0948
H 3.980898 -1.349885 -2.483610 0.4 0.0 0.4 0.1251
C -7.723052 3.878875 -1.164990 -0.9 4.6 -0.3 -0.8089
O -8.113762 5.029905 -1.255870 -0.6 1.1 0.2 0.0149
N -6.719222 3.503795 -0.435770 2.6 -2.4 1.6 0.1761
N -8.236882 2.932975 -1.892350 -1.7 -3.2 -2.2 0.1534
H -6.115432 4.080665 0.132350 -0.3 -0.1 -0.4 0.1298
H -6.449732 2.601695 -0.801390 1.3 0.1 1.2 0.1041
H -8.955212 3.177525 -2.558900 0.3 -0.2 0.3 0.1229
H -7.902422 1.986405 -1.781690 -0.6 0.1 -0.4 0.1081
C -4.782922 -0.306635 5.274810 0.4 -0.1 -0.3 -0.0481
C -4.796642 -0.492665 3.757760 -0.8 -1.0 -1.2 -0.4598
C -4.368132 -1.893275 3.331570 0.7 -0.3 0.6 -0.0726
O -6.128612 -0.359135 3.201730 -0.4 0.4 0.8 -0.0835
H -3.773272 -0.006905 5.555630 -0.1 0.4 0.1 0.0780
H -4.905532 -1.245885 5.814140 -0.4 -0.2 -0.3 0.0706
H -5.532152 0.386995 5.656420 0.2 0.2 -0.3 0.0764
H -4.210282 0.216185 3.173110 0.5 0.3 0.7 0.1331
H -3.347362 -2.125165 3.635500 0.2 0.1 -0.1 0.0817
H -4.428372 -2.027905 2.251600 0.0 0.1 0.0 0.0766
H -4.984602 -2.651355 3.814670 -0.3 0.1 0.0 0.0768
H -6.039802 -0.520175 2.259510 0.0 0.0 0.0 0.0707
C 6.023788 6.156615 -1.687030 -0.6 -0.7 -0.2 -0.0694
C 5.138228 5.707715 -2.861590 -0.2 0.5 1.2 -0.4813
C 3.663608 5.487035 -2.487220 -0.6 0.2 -0.3 -0.0558
O 5.269248 6.712915 -3.866350 -0.5 -0.6 -0.4 -0.0542
H 7.078508 6.137635 -1.961460 0.1 0.1 -0.2 0.0683
H 5.894738 5.414805 -0.898880 0.1 0.3 0.4 0.0743
H 5.747198 7.167335 -1.386980 0.0 -0.1 0.2 0.0815
H 5.470688 4.705925 -3.133600 0.4 0.0 -0.7 0.1278
H 3.094108 4.961015 -3.253430 0.5 -0.3 -0.3 0.0774
H 3.026018 6.362665 -2.365330 0.6 0.6 0.3 0.0748
H 3.537618 4.889665 -1.584240 0.4 0.0 0.0 0.0793
H 6.205088 6.841565 -4.037370 0.1 0.0 0.0 0.0772
C 6.251768 0.698995 2.852370 -0.1 0.4 0.3 -0.0621
C 7.259878 -0.133695 3.715900 -2.1 -0.1 0.4 -0.4448
C 7.113808 0.185585 5.242300 0.8 -0.1 -1.8 -0.0502
O 6.976478 -1.545895 3.551620 0.3 0.8 -0.2 -0.0740
H 6.418568 1.775935 2.830730 0.6 0.1 0.4 0.0664
H 5.226688 0.650605 3.219770 0.0 -0.5 0.3 0.0799
H 6.165108 0.470055 1.790220 0.4 -0.6 0.0 0.0685
H 8.279018 -0.013175 3.348570 0.2 0.6 0.3 0.1228
H 7.177598 1.272565 5.292310 0.2 0.0 0.6 0.0713
H 7.950178 -0.339995 5.703110 0.0 0.4 0.4 0.0694
H 6.189828 -0.156615 5.708410 -0.1 0.0 -0.5 0.0797
H 7.261048 -1.639625 2.639570 -0.3 -0.9 -0.2 0.0731
C 1.707448 -7.295145 1.487330 -0.4 0.2 0.6 -0.0537
C 2.357838 -6.042065 2.186280 -0.7 -2.7 -1.3 -0.5293
C 3.157888 -5.228165 1.254970 1.4 1.3 -0.1 -0.0730
O 1.311448 -5.291585 2.665210 -1.3 0.8 1.3 -0.0331
H 2.323858 -8.184595 1.356930 0.5 0.3 -0.5 0.0654
H 1.178688 -6.972515 0.590440 0.4 -0.1 -0.4 0.0716
H 0.888018 -7.681435 2.093470 0.0 0.2 0.5 0.0609
H 2.977668 -6.444545 2.987490 0.0 0.4 0.4 0.1319
H 4.184828 -5.583225 1.168800 -0.1 -0.3 -0.6 0.0831
H 3.299518 -4.251635 1.718040 0.0 0.2 0.2 0.0860
H 2.680538 -4.977645 0.307620 0.0 -0.6 -0.2 0.0935
H 1.167028 -4.533915 2.093660 0.0 0.2 0.0 0.0948
C -2.546692 7.141375 2.878700 -1.3 1.7 0.5 -0.0838
C -1.860932 5.867135 3.036870 -0.6 -1.9 -0.3 -0.5247
C -2.579152 4.880515 3.982490 0.9 1.2 0.4 -0.0491
O -2.026752 5.272565 1.766000 0.6 -0.2 -1.3 -0.0618
H -3.592162 6.891545 2.697880 -0.2 0.3 -0.1 0.0860
H -2.202682 7.745385 2.039100 0.2 -0.2 0.0 0.0872
H -2.512482 7.745925 3.785050 0.1 0.1 0.1 0.0835
H -0.806282 6.001645 3.277130 0.2 -0.2 0.2 0.1374
H -2.557082 5.295645 4.990100 0.2 -0.4 0.4 0.0725
H -2.019292 3.950885 3.880290 -0.3 -0.2 0.5 0.0795
H -3.633702 4.755125 3.736940 0.2 0.0 -0.4 0.0800
H -1.547152 4.442155 1.721260 0.1 -0.2 0.0 0.0929
```
Positions in Å, forces in eV/Å.

Entry 2:
Here is a 10-piece molecular cluster, C20H60N10O10 overall from OMol25. Energies are from ωB97M-V/def2-TZVPD.

SMILES   NC(N)=O.NC(N)=O.NC(N)=O.NC(N)=O.NC(N)=O.CC(C)O.CC(C)O.CC(C)O.CC(C)O.CC(C)O
LUMO energy   0.0011 Eh
Charge   0
Multiplicity   1
Relative energy (zero: lowest compared OMol25 entry of this formula, charge and spin)   1.256 eV
Frontier orbital gap   9.05 eV

Geometry as XYZ:
```
100
Properties=species:S:1:pos:R:3:forces:R:3:lowdin_charge:R:1
C 23.186994 -6.307586 10.737093 -1.3 -0.5 0.8 -0.6542
O 23.165254 -6.253731 11.971565 0.3 0.6 -0.6 -0.0087
N 22.512379 -5.430892 9.945221 -0.1 0.6 -0.6 0.1765
N 23.717374 -7.367131 10.086216 0.6 0.1 0.0 0.1809
H 22.120838 -4.559309 10.256541 0.0 -0.2 0.5 0.0918
H 22.431870 -5.555211 8.952303 0.3 -0.2 0.0 0.0834
H 24.115493 -8.077405 10.675918 0.0 -0.1 -0.2 0.0876
H 23.550258 -7.536903 9.113523 0.1 -0.1 0.0 0.0990
C 22.241473 -11.328931 9.209276 -0.4 -0.3 1.1 -0.6327
O 22.039552 -10.738194 8.153943 0.4 0.0 -0.3 0.0181
N 21.623029 -10.940740 10.365196 0.3 0.7 -0.7 0.1534
N 23.099815 -12.378680 9.359139 0.2 -0.1 -0.8 0.1686
H 21.527677 -11.531751 11.169533 -0.2 -0.2 -0.1 0.0737
H 21.186310 -10.023747 10.273634 -0.1 -0.2 0.5 0.0606
H 23.181003 -12.910597 10.202596 -0.2 0.1 0.2 0.0937
H 23.479980 -12.802006 8.530398 -0.1 0.1 0.0 0.1050
C 17.231597 -9.055213 14.884234 1.7 -0.5 -0.4 -0.6775
O 18.254236 -8.849965 15.529160 -0.8 0.1 -0.1 0.0242
N 15.978958 -8.991965 15.390939 -0.3 0.2 0.8 0.1548
N 17.287366 -9.433472 13.561752 -0.8 0.5 0.8 0.1534
H 15.148703 -9.111361 14.847234 -0.1 0.0 -0.1 0.0914
H 15.908017 -8.841162 16.381805 -0.1 0.1 -0.1 0.1101
H 16.410410 -9.722211 13.165042 0.3 -0.2 -0.7 0.0596
H 18.178472 -9.693723 13.184264 0.0 -0.1 -0.1 0.0567
C 24.317772 -9.465884 12.953995 0.7 1.3 0.9 -0.6898
O 25.248783 -8.755011 13.330585 -0.5 -0.3 -0.3 0.0136
N 23.074717 -9.002246 12.653135 0.4 -0.6 0.1 0.1658
N 24.479693 -10.817412 12.864321 0.0 -0.1 -0.2 0.1441
H 22.417334 -9.721869 12.430622 -0.6 0.5 -0.2 0.0647
H 22.876728 -8.002350 12.667400 0.1 -0.2 -0.1 0.0718
H 25.278803 -11.167038 13.359444 -0.1 -0.3 -0.2 0.1017
H 23.756370 -11.392235 12.482658 0.1 -0.4 0.2 0.0661
C 18.759098 -12.432809 11.808248 0.6 -1.1 -0.2 -0.6409
O 19.730494 -13.084728 11.425682 -0.3 0.6 0.5 0.0101
N 17.749396 -12.960482 12.555234 0.0 1.5 -0.9 0.1715
N 18.622270 -11.079955 11.547025 1.1 -0.9 0.2 0.1554
H 17.812944 -13.861526 12.982461 -0.1 0.0 0.1 0.1082
H 17.163015 -12.190841 12.832265 -0.7 -0.8 0.9 0.0773
H 17.734861 -10.632310 11.426784 0.0 0.0 -0.3 0.0483
H 19.479700 -10.742359 11.138315 -0.6 0.6 -0.6 0.0691
C 18.033051 -7.766257 10.250097 0.4 -0.1 1.1 -0.0331
C 19.464307 -7.337492 10.612879 -0.5 -1.1 0.8 -0.4345
C 19.731934 -7.153010 12.109753 0.3 -0.1 -0.5 -0.0215
O 20.325748 -8.381759 10.108020 0.0 1.2 -0.1 -0.0956
H 18.007011 -8.160649 9.234867 -0.3 0.6 -0.3 0.0696
H 17.344204 -6.964534 10.522211 -0.2 0.0 -0.6 0.0772
H 17.729871 -8.611053 10.872430 0.1 0.0 0.2 0.0390
H 19.653602 -6.357228 10.169722 0.4 -0.2 -0.4 0.1143
H 18.974811 -6.474156 12.501349 0.1 0.0 0.3 0.0711
H 20.737063 -6.744614 12.234087 -0.1 0.4 0.0 0.0624
H 19.757928 -8.064845 12.710434 -0.5 -0.2 -0.3 0.0694
H 20.303892 -8.233820 9.144859 0.1 -0.5 -0.1 0.0448
C 18.636258 -7.710676 5.797232 0.0 1.0 -0.4 -0.0630
C 19.414794 -8.910138 6.240954 0.8 -0.5 0.8 -0.4514
C 20.338635 -9.551616 5.186660 -0.5 0.2 0.4 -0.0345
O 20.266919 -8.517088 7.342304 -0.1 0.1 -0.3 -0.1002
H 19.303432 -6.901781 5.479065 0.1 -0.5 -0.5 0.0630
H 18.065632 -7.180378 6.564930 -0.1 -0.7 0.4 0.0711
H 17.937683 -7.969111 5.000708 0.1 0.0 -0.1 0.0877
H 18.724105 -9.663240 6.642719 0.0 -0.1 -0.2 0.1361
H 21.035279 -8.810670 4.791667 -0.4 0.2 -0.4 0.0871
H 19.723253 -10.049315 4.436411 0.3 0.2 -0.3 0.0821
H 20.999047 -10.289360 5.644967 -0.3 -0.2 0.2 0.0689
H 20.858375 -9.275759 7.470800 0.3 -0.1 0.4 0.0420
C 19.659067 -4.932792 7.302839 -0.3 0.0 -0.2 -0.0680
C 20.415773 -3.682800 7.717195 0.0 0.6 -1.3 -0.5018
C 19.896464 -2.462414 6.929898 -0.9 -0.4 0.7 -0.0494
O 20.329225 -3.420434 9.097317 0.3 -0.2 0.6 -0.0517
H 19.680008 -5.118011 6.226059 0.4 0.3 0.1 0.0684
H 18.588199 -4.808542 7.497924 0.0 -0.1 0.4 0.0920
H 20.048127 -5.829741 7.783674 -0.1 0.0 0.1 0.0626
H 21.472134 -3.842983 7.483802 0.1 0.1 0.3 0.1333
H 18.862817 -2.350715 7.285845 -0.1 0.0 -0.2 0.0778
H 19.829487 -2.629623 5.856295 0.3 0.1 0.0 0.0788
H 20.349366 -1.505509 7.181531 0.5 -0.2 -0.1 0.0784
H 19.413461 -3.265804 9.353456 0.0 0.0 -0.2 0.0951
C 13.129383 -10.128241 9.752813 1.1 1.5 0.9 -0.0489
C 14.461195 -10.795863 10.067808 0.8 -0.6 -0.4 -0.4808
C 15.598111 -10.414283 9.115334 -0.4 0.2 -0.6 -0.0438
O 14.893513 -10.547034 11.415770 -0.7 0.1 0.2 -0.0764
H 12.881621 -10.077532 8.696475 -0.3 -0.7 0.0 0.0851
H 13.310255 -9.077664 10.020088 -0.2 0.1 0.0 0.0874
H 12.353558 -10.452663 10.445587 -0.3 -0.3 -0.5 0.0781
H 14.347201 -11.882792 9.971636 0.0 0.0 0.1 0.1295
H 15.549871 -11.210906 8.371997 0.5 0.4 -0.4 0.0841
H 16.610711 -10.318640 9.503851 -0.1 -0.7 0.5 0.0496
H 15.492797 -9.439228 8.630085 -0.6 -0.1 -0.1 0.0801
H 14.129710 -10.821828 11.942585 0.3 0.1 0.3 0.0882
C 15.528662 -5.467620 14.809382 0.2 0.4 -0.8 -0.0570
C 15.491725 -4.196273 13.958304 -0.2 0.1 -0.9 -0.4758
C 16.342508 -4.377522 12.676957 0.1 -0.5 0.9 -0.0602
O 14.159583 -3.958647 13.499320 -0.6 -0.3 0.5 -0.0657
H 15.469335 -6.307394 14.114661 -0.2 -0.2 0.3 0.0638
H 14.722662 -5.503883 15.538275 0.0 0.1 0.0 0.0797
H 16.496998 -5.513712 15.307300 0.0 -0.1 0.1 0.0857
H 15.780226 -3.348095 14.589102 0.3 0.1 -0.2 0.1316
H 16.259175 -3.596649 11.919699 0.1 0.4 0.4 0.0718
H 15.952649 -5.265578 12.173729 0.2 -0.2 0.1 0.0715
H 17.378906 -4.547589 12.977074 0.1 0.1 -0.4 0.0726
H 14.194543 -3.304906 12.798466 0.0 0.1 0.0 0.0758
```
Positions in Å, forces in eV/Å.